Record 1
C15H22FNO in the gas phase. Source: the Open Molecules 2025 dataset; level of theory: ωB97M-V/def2-TZVPD.

ORCA input file:
```
! RIJCOSX wB97M-V def2-TZVPD def2/J DEFGRID3
* xyz 0 1
F -6.0722 -2.3877 -0.1260
C -5.2526 -1.3118 -0.0936
C -3.9702 -1.4260 -0.5892
C -3.1264 -0.3282 -0.5552
C -3.5709 0.8809 -0.0276
O -2.8488 2.0297 0.0409
C -1.4961 2.0405 -0.3707
C -0.5622 1.4350 0.6799
C 0.9130 1.5489 0.2933
C 1.3102 0.6082 -0.8440
C 2.8126 0.6820 -1.2033
N 3.7228 -0.2546 -0.5861
C 3.9350 -0.1663 0.8452
C 3.0243 -1.2180 1.5056
C 2.8595 -2.2902 0.4193
C 3.4878 -1.6641 -0.8489
C -4.8758 0.9684 0.4668
C -5.7190 -0.1211 0.4368
H -3.6342 -2.3662 -0.9974
H -2.1284 -0.4350 -0.9487
H -1.2598 3.1007 -0.5009
H -1.3860 1.5431 -1.3406
H -0.7343 1.9657 1.6190
H -0.8221 0.3868 0.8441
H 1.5139 1.3277 1.1758
H 1.1283 2.5792 -0.0008
H 1.0519 -0.4176 -0.5792
H 0.7382 0.8722 -1.7356
H 3.1839 1.6861 -0.9798
H 2.9197 0.5307 -2.2820
H 3.7627 0.8460 1.2075
H 4.9829 -0.4254 1.0372
H 3.4722 -1.6167 2.4139
H 2.0604 -0.7833 1.7693
H 1.8095 -2.5364 0.2616
H 3.3774 -3.2100 0.6862
H 2.8655 -1.7952 -1.7338
H 4.4591 -2.1317 -1.0448
H -5.2056 1.9125 0.8696
H -6.7263 -0.0590 0.8163
*
```

* SMILES: Fc1ccc(OCCCCCN2CCCC2)cc1

Atom charges from the natural (NBO) analysis, given in e for atoms 1 to 4: -0.33, 0.36, -0.25, -0.30

---

Record 2
C15H22N2O in the gas phase. Source: the Open Molecules 2025 dataset; level of theory: ωB97M-V/def2-TZVPD.

ORCA input file:
```
! RIJCOSX wB97M-V def2-TZVPD def2/J DEFGRID3
* xyz 0 1
C -0.3655 -2.6869 -0.0782
C 0.5140 -1.4356 -0.1142
C 1.8948 -1.7101 0.5057
C 2.8099 -0.5447 0.2587
C 3.5058 -0.4408 -0.9395
C 4.3137 0.6527 -1.1951
C 4.4325 1.6612 -0.2542
C 3.7415 1.5675 0.9419
C 2.9360 0.4717 1.1968
C -0.1760 -0.3457 0.7008
O -0.0733 -0.3191 1.9158
N -0.9160 0.5819 0.0487
C -1.3111 0.6051 -1.3377
C -2.8109 0.2403 -1.4584
N -3.5843 0.6344 -0.2915
C -3.8182 -0.4303 0.6654
C -3.0201 1.8266 0.3042
C -1.5889 1.6061 0.8351
H -1.3343 -2.4934 -0.5349
H -0.5246 -2.9950 0.9528
H 0.1124 -3.5037 -0.6155
H 0.6689 -1.1206 -1.1482
H 2.3100 -2.6155 0.0578
H 1.7672 -1.8689 1.5770
H 3.4185 -1.2273 -1.6771
H 4.8522 0.7181 -2.1299
H 5.0632 2.5157 -0.4523
H 3.8317 2.3511 1.6803
H 2.3908 0.4027 2.1260
H -0.7151 -0.0767 -1.9388
H -1.1426 1.6210 -1.7136
H -3.2282 0.7503 -2.3351
H -2.9281 -0.8340 -1.6085
H -2.9095 -0.8350 1.1271
H -4.4621 -0.0432 1.4542
H -4.3463 -1.2403 0.1628
H -3.0253 2.6042 -0.4651
H -3.6688 2.1549 1.1182
H -1.5986 1.2618 1.8710
H -1.0153 2.5395 0.7873
*
```

* SMILES: C[C@H](Cc1ccccc1)C(=O)N1CCN(C)CC1

Atom charges from the natural (NBO) analysis, given in e for atoms 1 to 4: -0.60, -0.30, -0.42, -0.04

---

Record 3
A molecular structure, C15H22N2O2. Source: the Open Molecules 2025 dataset; level of theory: ωB97M-V/def2-TZVPD.

ORCA input file:
```
! RIJCOSX wB97M-V def2-TZVPD def2/J DEFGRID3
* xyz 0 1
C 0.1054 2.1030 0.2196
N 1.2297 1.0693 0.0854
C 0.8749 0.0659 -0.8134
C -0.3587 -0.9135 -0.2219
C -1.6940 -0.9414 -1.1336
C -2.9025 -1.7125 -0.3604
C -3.3762 -1.3272 1.1643
C -3.6699 0.2820 0.9061
O -3.0126 1.1340 1.4536
C -4.8765 0.5924 0.3500
N -5.7710 -0.0631 -0.0184
O -6.9759 0.2644 -0.7392
H -7.3395 -0.8205 -0.9697
H -5.0983 1.7914 0.2917
H -2.4908 -1.3903 1.5823
H -4.2315 -1.8171 1.4087
H -3.6752 -1.7280 -1.0242
H -2.5600 -2.7206 -0.2908
H -1.4324 -0.9707 -2.0764
H -2.0691 0.3267 -0.8905
H -0.1560 -1.9340 -0.2717
H -0.6824 -0.4701 0.9916
H 1.6049 -0.5243 -0.8532
H 0.3621 0.3925 -1.6148
C 2.3690 1.8023 -0.5142
C 3.5670 0.6772 -0.0121
C 4.5454 0.3107 -0.8956
C 5.5976 -0.2318 -0.6518
C 5.4617 -1.1742 0.6578
C 4.5270 -1.0263 1.5109
C 3.4841 0.0164 1.1186
H 2.6162 0.0023 1.7267
H 4.5044 -1.5272 2.3716
H 6.3176 -1.9616 0.7360
H 6.3414 -0.5736 -1.3177
H 4.5945 1.2739 -1.7714
H 2.4307 1.9614 -1.5017
H 2.5342 2.5400 0.6145
H 0.3598 2.9437 0.8199
H -0.2670 2.6680 -0.7614
H -0.7877 1.6108 0.6946
*
```

Atom charges from the natural (NBO) analysis, given in e for atoms 1 to 4: -0.44, -0.44, -0.22, -0.39

---

Record 4
A molecular structure, C15H22N2O3. Source: the Open Molecules 2025 dataset; level of theory: ωB97M-V/def2-TZVPD.

ORCA input file:
```
! RIJCOSX wB97M-V def2-TZVPD def2/J DEFGRID3
* xyz 0 1
C 1.5878 1.1314 -0.3799
C 0.1860 0.9210 -1.0142
C 2.1490 -0.4160 -0.2841
C 3.7382 -0.4747 -0.0186
C 4.1355 0.1728 1.1157
C 4.6776 -0.9854 -0.9117
C 5.4975 0.4429 1.1497
C 6.0562 -0.6016 -0.8814
C 6.4679 -0.0043 0.2026
C -2.0762 0.1395 -0.7178
C -2.6580 1.4006 0.0512
C -2.9092 -1.1201 -0.4504
C -2.8497 -1.7107 0.9466
C -4.5495 -0.9546 -0.6064
C -5.3608 -0.8233 0.8205
H 1.2785 2.8481 0.2189
H 0.9142 1.8111 1.3970
H 2.2639 1.5137 -1.1423
H 1.7515 -0.9265 0.7229
H 1.8611 -1.0308 -1.2325
H 3.3768 0.8412 1.7067
H 4.1390 -1.6433 -1.7459
H 5.8717 1.2572 1.8935
H 6.7979 -0.8194 -1.7529
H 7.4881 0.3603 0.0695
H -0.5288 -0.6781 0.2415
H -2.1368 0.4733 -1.7460
H -2.7386 -1.8975 -1.1405
H -3.6485 -1.1703 1.7661
H -3.2684 -2.6945 0.7745
H -1.7528 -1.8330 1.4086
H -4.8174 0.1490 -1.0904
H -5.2178 -1.7496 -1.4978
H -6.3960 -0.4275 0.4673
H -5.2375 -1.8073 1.2915
H -4.6853 -0.0259 1.5074
H -3.8954 2.7428 -0.1915
N 1.5603 2.0731 0.7144
N -0.6393 -0.1070 -0.6592
O -0.3323 1.9500 -1.5552
O -2.3607 1.8721 1.2504
O -3.7398 1.8011 -0.6975
*
```

Atom charges from the natural (NBO) analysis, given in e for atoms 1 to 4: -0.11, 0.66, -0.43, -0.03

---

Record 5
C15H22N2O3S in the gas phase. Source: the Open Molecules 2025 dataset; level of theory: ωB97M-V/def2-TZVPD.

ORCA input file:
```
! RIJCOSX wB97M-V def2-TZVPD def2/J DEFGRID3
* xyz 0 1
C 6.1331 1.8688 0.4161
C 5.0036 1.0965 -0.2312
O 4.9794 0.8052 -1.4018
N 4.0190 0.7762 0.6683
C 2.8394 0.0631 0.4641
C 1.9715 -0.0792 1.5499
C 0.7887 -0.7775 1.4089
C 0.4702 -1.3355 0.1857
S -1.0855 -2.2016 -0.0100
O -1.6396 -2.4199 1.2928
O -0.8915 -3.3107 -0.8951
N -2.0853 -1.1495 -0.8047
C -2.4810 0.0827 -0.1518
C -1.6111 1.2533 -0.6169
C -1.9694 2.6004 0.0112
C -3.2728 3.1859 -0.5352
C -4.5350 2.7573 0.2180
C -4.5756 1.2890 0.6524
C -3.9852 0.3042 -0.3572
C 1.3231 -1.2115 -0.8941
C 2.5087 -0.5123 -0.7636
H 6.8817 2.1007 -0.3355
H 6.5907 1.2745 1.2043
H 5.7593 2.7958 0.8462
H 4.1552 1.0957 1.6179
H 2.2309 0.3569 2.5043
H 0.1073 -0.9105 2.2338
H -1.9079 -1.0937 -1.7934
H -2.3079 -0.1083 0.9126
H -0.5686 1.0187 -0.3847
H -1.6926 1.3386 -1.7047
H -2.0252 2.5030 1.0957
H -1.1555 3.2937 -0.2142
H -3.3618 2.9108 -1.5876
H -3.2202 4.2764 -0.4982
H -4.6460 3.3758 1.1116
H -5.3934 2.9658 -0.4246
H -5.6190 1.0274 0.8384
H -4.0470 1.1687 1.5995
H -4.4594 -0.6696 -0.2266
H -4.1813 0.6345 -1.3777
H 1.0555 -1.6801 -1.8279
H 3.1822 -0.4088 -1.5975
*
```

* SMILES: CC(=O)Nc1ccc(S(=O)(=O)NC2CCCCCC2)cc1

Atom charges from the natural (NBO) analysis, given in e for atoms 1 to 4: -0.71, 0.69, -0.59, -0.61

---

Record 6
C15H22N2O3S in the gas phase. Source: the Open Molecules 2025 dataset; level of theory: ωB97M-V/def2-TZVPD.

ORCA input file:
```
! RIJCOSX wB97M-V def2-TZVPD def2/J DEFGRID3
* xyz 0 1
C -1.9726 -4.0228 0.3880
C -1.0319 -2.8636 0.2612
C -0.6922 -2.0905 1.3631
C 0.1922 -1.0318 1.2519
C 0.7352 -0.7062 0.0139
N 1.6299 0.3796 -0.1759
C 1.4279 1.6039 0.5936
C 1.9090 2.8331 -0.1787
C -0.0405 1.7874 1.0061
O -0.3249 1.9390 2.1837
N -0.9857 1.8066 0.0583
C -0.8829 1.6646 -1.3789
C -2.1894 0.9671 -1.7457
C -3.1870 1.6463 -0.8085
C -2.3832 1.8478 0.4750
S 3.2106 -0.1761 -0.2981
C 3.5630 -0.9812 1.2915
O 3.2412 -1.1786 -1.3176
O 4.0932 0.9421 -0.4357
C 0.4118 -1.4831 -1.0938
C -0.4562 -2.5500 -0.9653
H -2.5636 -3.9476 1.2972
H -1.4105 -4.9563 0.4232
H -2.6432 -4.0712 -0.4673
H -1.1170 -2.3206 2.3296
H 0.4397 -0.4561 2.1298
H 1.9893 1.5575 1.5389
H 1.6850 3.7245 0.4035
H 1.4206 2.9054 -1.1446
H 2.9805 2.7666 -0.3382
H 0.0006 1.1019 -1.6681
H -0.8497 2.6595 -1.8432
H -2.4453 1.0869 -2.7961
H -2.1138 -0.0965 -1.5160
H -4.0791 1.0477 -0.6395
H -3.4893 2.6091 -1.2219
H -2.6005 2.7972 0.9707
H -2.5531 1.0471 1.2013
H 3.4396 -0.2561 2.0847
H 2.8880 -1.8191 1.4039
H 4.5901 -1.3171 1.2424
H 0.8622 -1.2510 -2.0449
H -0.6980 -3.1452 -1.8338
*
```

* SMILES: Cc1ccc(N([C@@H](C)C(=O)N2CCCC2)S(C)(=O)=O)cc1

Atom charges from the natural (NBO) analysis, given in e for atoms 1 to 4: -0.63, 0.00, -0.21, -0.26

---

For each record above, in turn, the calculated max |F| values are 0.008 0.008 0.270 0.141 0.019 0.021 hartree/bohr.
For each record above, in turn, the calculated orbital gap values are 9.039 9.161 8.616 9.409 9.386 9.649 eV.
For each record above, in turn, the calculated energy above the lowest of the compared OMol25 structures with the same formula, charge and spin values are 40.7 21.3 383.2 197.3 21.6 32.0 kcal per mole.